[1]
This record from the Open Molecules 2025 dataset describes a cluster of 2 separate species, C4H14NOS in total at a distorted geometry. The level of theory is ωB97M-V/def2-TZVPD.

The geometry in XYZ format:
```
21
Properties=species:S:1:pos:R:3:nbo_charge:R:1
C -1.364 0.115 2.131 -0.646
C -0.271 0.014 1.073 -0.053
C 0.075 1.361 0.440 -0.424
C 1.179 1.322 -0.659 -0.555
S 2.363 -0.057 -0.620 -0.032
N -0.640 -0.962 0.009 -0.696
H -1.532 1.164 2.367 0.243
H -2.349 -0.271 1.868 0.229
H -1.065 -0.332 3.061 0.244
H 0.627 -0.386 1.546 0.226
H 0.372 2.061 1.199 0.246
H -0.830 1.699 -0.072 0.216
H 0.766 1.453 -1.651 0.238
H 1.788 2.206 -0.534 0.250
H 2.821 0.179 0.617 0.137
H -1.613 -0.897 -0.330 0.462
H -0.007 -0.976 -0.797 0.447
H -0.586 -1.923 0.365 0.439
H -2.922 -1.738 -2.421 0.499
H -3.512 -0.606 -1.585 0.490
O -3.042 -1.453 -1.505 -0.962
```

LUMO level ... -3.16 eV
Strongest force on any atom ... 0.03346 Eh/bohr
E ... -18741.7846 eV
Relative energy (zero: lowest compared OMol25 entry of this formula, charge and spin) ... 38.9 kJ/mol
Total charge ... +1
HOMO-LUMO gap ... 9.9 eV

---

[2]
This record from the Open Molecules 2025 dataset describes a cluster of 2 separate species, C4H14NOS in total at a distorted geometry. The level of theory is ωB97M-V/def2-TZVPD.

The geometry in XYZ format:
```
21
Properties=species:S:1:pos:R:3:nbo_charge:R:1
C -0.516 0.439 0.981 -0.203
C -1.042 -0.663 -0.057 -0.436
C -0.104 -1.865 -0.085 -0.535
S 1.626 -1.507 -0.404 0.154
C 1.835 -0.308 -1.848 -0.742
N -0.078 -0.184 2.414 -0.717
H 0.502 0.818 0.458 0.246
H -1.182 1.215 1.129 0.236
H -1.065 -0.166 -1.012 0.255
H -2.040 -0.904 0.011 0.235
H -0.346 -2.523 -0.880 0.252
H -0.063 -2.302 0.939 0.201
H 2.051 -0.764 -2.791 0.237
H 2.793 0.232 -1.606 0.246
H 1.015 0.379 -2.107 0.228
H -0.834 -0.809 2.752 0.436
H 0.733 -0.868 2.338 0.456
H 0.086 0.508 3.121 0.445
H -0.455 2.865 -0.770 0.461
H -1.571 3.680 -1.407 0.491
O -1.343 2.725 -1.175 -0.949
```

LUMO level ... -3.61 eV
Strongest force on any atom ... 0.09486 Eh/bohr
E ... -18740.2055 eV
Relative energy (zero: lowest compared OMol25 entry of this formula, charge and spin) ... 191.3 kJ/mol
Total charge ... +1
HOMO-LUMO gap ... 8.7 eV

---

- Which value of HOMO-LUMO gap does entry 1 give?
  9.9 eV

---

- The lowest relative energy (zero: lowest compared OMol25 entry of this formula, charge and spin) belongs to which entry?
  number 1